Entry 1:
14
Properties=species:S:1:pos:R:3:lowdin_charge:R:1 method="wB97M-V/def2-TZVPD" homo_ev=-9.4 lumo_ha=0.0352 orbital_gap_ha=0.3825
C -1.908 0.039 0.046 -0.0064
C -0.434 -0.193 0.042 -0.3827
N 0.200 -1.120 0.989 0.1105
C 0.707 0.223 0.926 -0.2184
C 1.634 0.456 -0.276 -0.0322
C 0.462 -0.022 -1.160 -0.3275
O 0.289 -0.192 -2.336 0.1191
H -2.141 1.043 -0.327 0.0863
H -2.310 -0.079 1.055 0.0840
H -2.385 -0.689 -0.617 0.0868
H 0.842 -1.784 0.565 0.1082
H 0.650 0.864 1.801 0.1403
H 2.583 -0.077 -0.407 0.1150
H 1.811 1.532 -0.302 0.1171

Entry 2:
20
Properties=species:S:1:pos:R:3:lowdin_charge:R:1 method="wB97M-V/def2-TZVPD" homo_ev=-10.3 lumo_ha=0.0307 orbital_gap_ha=0.4110
C 0.000 0.000 0.000 -0.1190
C 1.849 2.323 -0.544 -0.0711
C -0.602 3.183 -0.456 -0.0970
C -0.024 1.227 0.952 -0.2542
C 0.512 2.502 0.273 -0.4635
H 1.024 -0.266 -0.312 0.0656
H -0.604 0.192 -0.902 0.0680
H -0.437 -0.857 0.540 0.0670
H 1.749 1.759 -1.486 0.0734
H 2.634 1.848 0.069 0.0734
H 2.165 3.353 -0.782 0.0740
H -0.925 2.552 -1.300 0.0817
H -0.319 4.175 -0.846 0.0798
H -1.452 3.307 0.237 0.0811
H -1.011 1.343 1.440 0.1109
H 0.710 0.961 1.737 0.1042
H 0.781 2.958 1.247 0.1264
O 5.986 2.955 -0.494 -0.0917
H 5.934 1.995 -0.288 0.0447
H 6.377 2.995 -1.396 0.0464

Entry 3:
40
Properties=species:S:1:pos:R:3:lowdin_spin:R:1 method="wB97M-V/def2-TZVPD" homo_ev="-14.8 / -14.8" total_charge=+2 spin_multiplicity=6 lumo_ha="-0.3252 / -0.2764" orbital_gap_ha="0.2177 / 0.2667" s2=8.759
Sm 10.131 13.175 2.925 5.0549
O 6.440 16.003 3.061 -0.0016
C 7.334 15.156 2.976 -0.0005
N 8.721 15.201 3.052 -0.0140
C 9.261 16.410 3.103 -0.0001
O 8.714 17.500 3.290 -0.0020
C 10.766 16.538 2.983 -0.0003
C 11.351 17.784 2.771 -0.0006
C 12.712 17.833 2.579 0.0006
C 13.507 16.671 2.759 -0.0006
C 12.832 15.501 3.066 -0.0001
N 11.501 15.382 3.044 -0.0138
C 6.932 13.760 2.750 -0.0005
C 5.586 13.426 2.775 -0.0003
C 5.111 12.127 2.781 -0.0001
C 6.043 11.052 2.841 0.0000
C 7.376 11.425 2.732 0.0012
N 7.874 12.677 2.879 -0.0109
H 10.688 18.667 2.716 -0.0001
H 13.128 18.796 2.395 0.0000
H 14.534 16.531 2.519 -0.0001
H 13.362 14.609 3.438 0.0000
H 4.895 14.217 2.828 -0.0001
H 4.099 11.900 2.952 0.0000
H 5.802 9.988 2.854 0.0000
H 8.167 10.634 2.640 0.0004
C 10.618 6.797 2.800 0.0000
C 11.093 8.229 2.999 -0.0001
C 12.428 8.566 3.345 0.0002
C 12.888 9.815 3.084 0.0001
C 12.037 10.759 2.618 0.0002
Br 12.970 12.445 2.207 -0.0048
N 10.686 10.653 2.599 -0.0071
C 10.212 9.307 2.748 0.0000
H 9.542 6.747 2.679 0.0000
H 10.775 6.137 3.649 0.0000
H 11.132 6.309 1.961 0.0000
H 13.128 7.785 3.468 0.0000
H 13.892 10.107 2.997 -0.0001
H 9.205 9.271 2.376 0.0000

Entry 4:
12
Properties=species:S:1:pos:R:3:lowdin_charge:R:1 method="wB97M-V/def2-TZVPD" homo_ev=-9.7 lumo_ha=0.0274 orbital_gap_ha=0.3857
C 1.189 0.774 0.073 -0.0501
C 2.427 -0.087 -0.112 -0.3203
H -1.597 -0.961 1.197 0.1004
H -3.774 -0.567 -0.732 0.0972
H 1.291 1.661 -0.569 0.0833
H 1.159 1.131 1.109 0.0820
H 0.313 0.163 -0.199 0.0492
H 3.416 0.393 0.126 0.1167
O -1.579 -1.291 0.281 -0.0240
O -1.921 -0.093 -0.492 -0.1541
O -3.320 0.117 -0.221 -0.0160
O 2.396 -1.240 -0.462 0.0359